Entry from the Open Molecules 2025 dataset: C3H7NO2 as an isolated structure (ωB97M-V with the def2-TZVPD basis set).

Its spin multiplicity is 1. For the relative energy (zero: lowest compared OMol25 entry of this formula, charge and spin), the calculation gives 4.3391 eV. Its HOMO-LUMO gap is 10.15 eV. Its total charge is 0. The max |F| is 0.045 hartree/bohr. The calculation puts the LUMO energy at 0.48 eV. The total energy is -8806.190 eV.

Last column: Löwdin charge in e.
Atoms and positions in Å:
O: -2.568 -0.473 0.330  -0.06
C: -1.460 -0.712 -0.141  -0.47
C: -0.207 -0.268 0.434  -0.15
N: 0.987 -0.180 -0.305  0.04
C: 2.188 0.242 0.244  -0.33
O: 2.328 0.631 1.379  0.05
H: -2.015 1.273 0.063  0.07
H: -1.296 -1.255 -1.092  0.14
H: -0.667 -1.509 0.722  0.22
H: -0.163 0.326 1.348  0.14
H: -1.392 1.677 -0.053  0.08
H: 0.976 -0.431 -1.283  0.14
H: 3.025 0.181 -0.478  0.13


Entry from the Open Molecules 2025 dataset: a single C3H7NO2 molecule (ωB97M-V with the def2-TZVPD basis set).

Its spin multiplicity is 1. For the relative energy (zero: lowest compared OMol25 entry of this formula, charge and spin), the calculation gives 4.4113 eV. As for the SMILES: C=NOCOC. Its HOMO-LUMO gap is 11.22 eV. Its total charge is 0. The max |F| is 0.103 hartree/bohr. The calculation puts the LUMO energy at 1.05 eV. The total energy is -8806.118 eV.

Last column: Löwdin charge in e.
Atoms and positions in Å:
C: 2.092 -1.081 0.730  0.01
N: 1.162 -0.868 -0.158  0.03
O: -0.075 -0.589 0.577  -0.19
C: -1.060 -0.703 -0.410  -0.28
O: -1.035 0.455 -1.268  -0.14
C: -0.760 1.590 -0.344  -0.07
H: 1.849 -0.968 1.771  0.08
H: 3.078 -1.259 0.293  0.08
H: -1.909 -0.764 0.280  0.13
H: -0.979 -1.645 -0.952  0.13
H: -1.601 1.821 0.344  0.09
H: 0.126 1.562 0.177  0.04
H: -0.889 2.450 -1.040  0.10


Entry from the Open Molecules 2025 dataset: a single C3H7NO2 molecule (ωB97M-V with the def2-TZVPD basis set).

Its spin multiplicity is 1. For the relative energy (zero: lowest compared OMol25 entry of this formula, charge and spin), the calculation gives 0.6070 eV. As for the SMILES: NC(=O)CCO. Its HOMO-LUMO gap is 10.70 eV. Its total charge is 0. The max |F| is 0.009 hartree/bohr. The calculation puts the LUMO energy at 0.80 eV. The total energy is -8809.922 eV.

Last column: Löwdin charge in e.
Atoms and positions in Å:
N: 1.774 -1.072 0.353  0.16
C: 0.476 -1.240 -0.030  -0.55
O: 0.131 -2.124 -0.794  0.05
C: -0.492 -0.208 0.519  -0.11
C: -0.704 0.903 -0.502  -0.27
O: -1.546 1.868 0.094  -0.06
H: 2.068 -0.333 0.969  0.10
H: 2.466 -1.700 -0.027  0.11
H: -0.134 0.240 1.453  0.12
H: -1.444 -0.706 0.717  0.13
H: 0.269 1.343 -0.779  0.12
H: -1.147 0.475 -1.412  0.13
H: -1.717 2.555 -0.560  0.09


Entry from the Open Molecules 2025 dataset: a 2-piece molecular cluster, C3H7NO2 overall (ωB97M-V with the def2-TZVPD basis set).

Its spin multiplicity is 1. For the relative energy (zero: lowest compared OMol25 entry of this formula, charge and spin), the calculation gives 4.6466 eV. As for the SMILES: C=NC.O=CO. Its HOMO-LUMO gap is 10.38 eV. Its total charge is 0. The max |F| is 0.132 hartree/bohr. The calculation puts the LUMO energy at 0.50 eV. The total energy is -8805.882 eV.

Last column: Löwdin charge in e.
Atoms and positions in Å:
C: -0.451 4.322 1.815  -0.14
N: -1.016 3.590 1.023  -0.06
C: -0.081 2.534 0.382  -0.10
H: 0.533 4.315 2.308  0.08
H: -1.167 4.956 2.297  0.05
H: 0.889 2.615 0.627  0.01
H: -0.297 1.618 0.844  0.04
H: -0.345 2.467 -0.790  0.12
O: 1.158 -3.021 -0.141  0.03
C: 0.524 -3.104 -1.210  -0.31
O: -0.126 -4.166 -1.814  0.08
H: 0.073 -1.954 -1.486  0.18
H: -0.787 -4.154 -1.239  0.02